{
  "formula": "C4H7NO",
  "method": "wB97M-V/def2-TZVPD",
  "species": ["C", "N", "C", "C", "C", "O", "H", "H", "H", "H", "H", "H", "H"],
  "coordinates": [[-0.6533, 0.8402, 1.3362], [-0.1904, -0.2057, 0.4183], [-1.0050, -0.9654, -0.2877], [1.0970, -0.2580, -0.0635], [1.2337, -0.0261, -1.4735], [2.2463, -0.1018, -2.1469], [-1.4088, 0.4499, 2.0225], [-1.0809, 1.6568, 0.7442], [0.2067, 1.2361, 1.8845], [-0.6270, -1.9226, -0.6155], [-2.0278, -0.6800, -0.5062], [1.9374, -0.3719, 0.6085], [0.2720, 0.3486, -1.9208]],
  "atomic_forces_ev_per_a": [[-0.047, 0.035, 0.041], [-0.127, -0.154, -0.364], [-0.100, 0.065, 0.082], [0.194, 0.042, -0.034], [0.141, -0.176, 0.046], [-0.152, 0.003, 0.152], [0.152, 0.024, -0.098], [0.067, -0.105, 0.087], [-0.156, -0.207, -0.120], [-0.009, 0.244, -0.204], [-0.039, 0.065, 0.334], [-0.036, 0.333, 0.037], [0.111, -0.169, 0.042]],
  "de_lowest_kj_mol": 321.3,
  "homo_energy_ev": [-8.001, -8.003],
  "total_charge": 0,
  "e_lumo_ev": [-0.1, -0.1],
  "orbital_gap_ev": [7.942, 7.945]
}

{
  "formula": "C4H7NO",
  "method": "wB97M-V/def2-TZVPD",
  "species": ["C", "N", "C", "C", "C", "O", "H", "H", "H", "H", "H", "H", "H"],
  "coordinates": [[-1.8434, -0.6082, -0.3952], [-1.1946, 0.9007, 0.2860], [-0.5827, 0.0869, -0.7645], [0.7463, -0.4974, -0.3644], [1.7561, 0.2866, 0.3477], [0.9506, -0.6774, 1.0315], [-1.6105, -1.3301, 0.4055], [-2.2892, 0.6138, 0.1088], [-0.8301, 0.6086, 1.1947], [-0.5366, 0.6002, -1.7281], [1.0798, -1.3349, -0.9796], [2.8100, 0.0250, 0.2585], [1.5445, 1.3262, 0.5991]],
  "atomic_forces_ev_per_a": [[0.226, -0.278, -0.001], [-0.006, 0.034, 0.100], [0.113, 0.000, -0.051], [-0.086, -0.060, -0.151], [0.160, 0.152, -0.043], [-0.018, -0.074, 0.076], [-0.034, 0.132, -0.132], [-0.030, 0.173, 0.137], [-0.079, 0.029, -0.149], [-0.027, -0.103, 0.143], [-0.045, 0.148, 0.101], [-0.191, 0.031, 0.018], [0.018, -0.184, -0.046]],
  "de_lowest_kj_mol": 564.9,
  "homo_energy_ev": -8.713,
  "total_charge": 0,
  "e_lumo_ev": 1.0,
  "orbital_gap_ev": 9.759
}

{
  "formula": "C4H7NO",
  "method": "wB97M-V/def2-TZVPD",
  "species": ["O", "C", "C", "C", "C", "N", "H", "H", "H", "H", "H", "H", "H"],
  "coordinates": [[-0.5055, -1.0169, 1.0365], [-0.1722, -1.0379, -0.3698], [-0.5030, 0.3121, -1.0192], [0.0721, 1.4971, -0.2608], [0.9943, 1.2115, 0.6311], [1.5249, 0.5465, 1.5200], [0.0597, -1.6595, 1.4923], [-0.7524, -1.8467, -0.8268], [0.8970, -1.2532, -0.4951], [-1.5932, 0.4288, -1.0549], [-0.1598, 0.2591, -2.0607], [0.5305, 0.0875, 1.6835], [-0.3924, 2.4718, -0.2762]],
  "atomic_forces_ev_per_a": [[-0.185, -0.332, -0.008], [0.017, -0.008, -0.129], [-0.038, -0.154, -0.140], [0.159, 0.199, -0.226], [-0.291, -0.202, -0.007], [-1.072, 0.042, -0.303], [-0.360, -0.064, -0.263], [0.147, 0.165, -0.165], [-0.173, 0.031, 0.082], [0.155, 0.040, 0.055], [-0.087, -0.019, 0.079], [1.737, 0.357, 1.149], [-0.009, -0.056, -0.124]],
  "de_lowest_kj_mol": 324.2,
  "homo_energy_ev": -8.426,
  "smiles": "N=C=CCCO",
  "total_charge": 0,
  "e_lumo_ev": 0.8,
  "orbital_gap_ev": 9.201
}

{
  "formula": "C4H7NO",
  "method": "wB97M-V/def2-TZVPD",
  "species": ["C", "C", "C", "C", "N", "O", "H", "H", "H", "H", "H", "H", "H"],
  "coordinates": [[-0.3872, 0.1516, 1.9138], [2.1970, 0.7302, -1.6367], [-0.5179, 0.0336, 0.5834], [-1.4972, -0.9821, -0.1070], [1.2222, -0.0007, -1.6695], [0.0381, 0.8788, -0.1884], [-0.0094, 0.9865, 2.4926], [-1.2244, -0.3469, 2.3933], [3.0745, 0.6735, -2.3432], [2.1586, 1.4377, -0.7921], [-2.5640, -0.6301, -0.1542], [-1.0801, -1.0485, -1.0139], [-1.4102, -1.8833, 0.5220]],
  "atomic_forces_ev_per_a": [[-1.656, -0.087, 1.970], [1.461, 1.147, 0.487], [-0.907, 0.106, -2.313], [-0.673, 1.192, 4.675], [-1.122, -1.492, -0.761], [0.298, 0.390, -0.200], [0.689, -0.146, -0.507], [0.316, -0.301, 0.574], [-0.918, -0.018, 0.623], [0.600, 0.293, -0.392], [1.148, -0.183, 0.138], [1.113, -0.901, -3.586], [-0.351, 0.000, -0.709]],
  "de_lowest_kj_mol": 537.4,
  "homo_energy_ev": [-8.616, -9.340],
  "total_charge": 0,
  "e_lumo_ev": [-1.2, 0.1],
  "orbital_gap_ev": [7.418, 9.437]
}

{
  "formula": "C4H7NO",
  "method": "wB97M-V/def2-TZVPD",
  "species": ["C", "C", "C", "N", "C", "O", "H", "H", "H", "H", "H", "H", "H"],
  "coordinates": [[-1.4998, -0.0397, 0.4941], [-0.5657, -0.9508, -0.2419], [0.2667, -0.3000, -1.2895], [1.1689, -0.4566, -0.1478], [1.4740, 0.6455, 0.6542], [1.3144, 1.8012, 0.3423], [-1.6626, -0.3475, 1.5313], [-2.4565, -0.1851, -0.0279], [-1.2640, 1.0337, 0.4538], [0.6391, -1.4059, 0.2936], [0.5823, -0.8829, -2.1545], [0.0732, 0.7483, -1.5186], [1.9301, 0.3397, 1.6108]],
  "atomic_forces_ev_per_a": [[0.018, 0.010, 0.068], [-0.393, 0.157, -0.093], [-0.038, 0.072, -0.182], [0.239, 0.107, 0.040], [-0.113, 0.235, -0.053], [0.052, -0.454, 0.084], [0.043, 0.024, -0.158], [0.082, 0.039, 0.055], [0.024, -0.160, -0.039], [0.231, -0.023, 0.149], [-0.055, 0.082, 0.136], [-0.007, -0.142, 0.064], [-0.083, 0.053, -0.072]],
  "de_lowest_kj_mol": 451.7,
  "homo_energy_ev": -8.862,
  "total_charge": 0,
  "e_lumo_ev": 0.6,
  "orbital_gap_ev": 9.431
}

{
  "formula": "C4H7NO",
  "method": "wB97M-V/def2-TZVPD",
  "species": ["C", "C", "C", "C", "H", "H", "H", "H", "H", "H", "H", "N", "O"],
  "coordinates": [[-1.2388, 0.8667, 0.6215], [-0.2338, -0.2832, 0.4567], [0.0727, -0.7320, -1.0010], [1.2581, 0.0146, 0.5625], [-2.2877, 0.5351, 0.5093], [-1.1253, 1.2887, 1.6298], [-1.0248, 1.6479, -0.1348], [-0.5103, -1.1493, 1.0343], [-0.2478, -1.7936, -1.3206], [-0.3418, -0.0356, -1.7388], [2.2381, -0.3018, -1.2893], [1.4641, -0.5934, -0.6759], [1.9773, 0.5361, 1.3463]],
  "atomic_forces_ev_per_a": [[0.360, -0.033, 0.071], [-1.376, 0.101, -0.483], [-1.381, -1.362, -0.485], [-0.936, -0.891, -1.095], [0.560, 0.056, -0.041], [-0.088, 0.050, -0.325], [-0.184, -0.275, 0.486], [-0.088, -0.212, 0.551], [0.545, 1.530, 0.647], [0.287, 0.030, 0.041], [-0.613, -0.522, 0.292], [2.195, 0.981, -0.258], [0.718, 0.547, 0.600]],
  "de_lowest_kj_mol": 95.0,
  "homo_energy_ev": -9.738,
  "smiles": "C[C@H]1CNC1=O",
  "total_charge": 0,
  "e_lumo_ev": 1.0,
  "orbital_gap_ev": 10.726
}

{
  "formula": "C4H7NO",
  "method": "wB97M-V/def2-TZVPD",
  "species": ["C", "C", "C", "N", "C", "O", "H", "H", "H", "H", "H", "H", "H"],
  "coordinates": [[1.4860, -0.7382, 0.0207], [0.1011, -0.2027, 0.2079], [-0.0926, 1.2225, -0.1920], [-0.4973, 1.5015, -1.3657], [-1.0029, -0.8368, 0.6023], [-2.1554, -0.1218, 0.6697], [1.4806, -1.8160, -0.1570], [1.9680, -0.2588, -0.8406], [2.1015, -0.5258, 0.9000], [-1.8199, 0.7906, 0.4529], [0.2330, 2.0437, 0.4606], [-0.8331, 0.6279, -1.7905], [-1.0632, -1.8748, 0.9243]],
  "atomic_forces_ev_per_a": [[0.174, -0.146, 0.099], [-0.082, -0.131, 0.251], [1.006, -0.041, -0.822], [-0.660, 0.377, 0.433], [0.630, 0.041, 0.073], [0.095, 0.708, 0.129], [0.018, 0.074, 0.124], [-0.114, -0.138, 0.152], [0.087, -0.081, -0.094], [-1.436, -0.905, 0.261], [0.028, -0.156, -0.140], [0.371, 0.174, -0.247], [-0.117, 0.225, -0.220]],
  "de_lowest_kj_mol": 214.6,
  "homo_energy_ev": -8.823,
  "smiles": "[H]/N=C\\C(C)=C/O",
  "total_charge": 0,
  "e_lumo_ev": 0.9,
  "orbital_gap_ev": 9.745
}

{
  "formula": "C4H7NO",
  "method": "wB97M-V/def2-TZVPD",
  "species": ["C", "C", "C", "N", "C", "O", "H", "H", "H", "H", "H", "H", "H"],
  "coordinates": [[-1.7225, -0.3538, 0.5201], [-0.2830, -0.4703, 0.0896], [0.1828, 0.1639, -1.1551], [0.5537, 0.7532, 0.1267], [1.9177, 0.6113, 0.4604], [2.7557, 0.0474, -0.2006], [-1.8762, -0.6443, 1.5636], [-2.3408, -1.0045, -0.1093], [-2.0651, 0.6768, 0.3910], [0.2316, -1.3934, 0.3604], [0.9814, -0.3166, -1.7116], [-0.5070, 0.7843, -1.7212], [2.1716, 1.1461, 1.3860]],
  "atomic_forces_ev_per_a": [[-0.006, 0.047, 0.022], [-0.138, -0.224, -0.015], [-0.030, -0.067, -0.311], [0.203, 0.215, 0.022], [0.255, -0.200, -0.132], [-0.367, 0.289, 0.221], [0.090, 0.065, -0.121], [0.083, 0.070, 0.126], [0.044, -0.138, 0.007], [-0.032, 0.195, -0.023], [-0.133, 0.049, 0.043], [0.055, -0.151, 0.041], [-0.023, -0.150, 0.121]],
  "de_lowest_kj_mol": 175.1,
  "homo_energy_ev": -9.993,
  "smiles": "C[C@H]1CN1C=O",
  "total_charge": 0,
  "e_lumo_ev": 1.1,
  "orbital_gap_ev": 11.062
}

{
  "formula": "C4H7NO",
  "method": "wB97M-V/def2-TZVPD",
  "species": ["O", "C", "C", "N", "C", "C", "H", "H", "H", "H", "H", "H", "H"],
  "coordinates": [[-1.8433, -0.8128, 0.7815], [-1.0553, -0.0824, -0.1140], [-0.2476, 1.1798, 0.2553], [0.8302, 0.7632, -0.7036], [1.4888, -0.3445, -0.0348], [0.2145, -0.6252, -0.7314], [-1.2672, -1.3555, 1.3312], [-1.7203, 0.1905, -0.9383], [0.1046, 1.2165, 1.2939], [-0.7009, 2.1378, -0.0056], [1.6056, -0.3142, 1.0474], [2.3704, -0.6828, -0.5751], [0.2207, -1.2703, -1.6065]],
  "atomic_forces_ev_per_a": [[0.190, -0.148, 0.272], [0.078, 0.185, -0.287], [-0.142, 0.190, 0.154], [0.105, 0.185, -0.042], [0.161, -0.130, 0.175], [-0.133, -0.313, -0.247], [-0.030, 0.091, 0.041], [0.028, -0.072, 0.106], [-0.053, -0.004, -0.165], [0.050, -0.175, -0.016], [-0.143, -0.044, -0.118], [-0.128, -0.027, 0.161], [0.018, 0.262, -0.035]],
  "de_lowest_kj_mol": 286.0,
  "homo_energy_ev": -9.569,
  "smiles": "O[C@H]1CN2C[C@@H]12",
  "total_charge": 0,
  "e_lumo_ev": 0.9,
  "orbital_gap_ev": 10.441
}

{
  "formula": "C4H7NO",
  "method": "wB97M-V/def2-TZVPD",
  "species": ["C", "C", "O", "C", "C", "N", "H", "H", "H", "H", "H", "H", "H"],
  "coordinates": [[-1.8626, -1.0118, 0.0002], [-0.9996, -0.0326, -0.7663], [-0.1778, 0.7410, 0.1417], [2.4449, 1.0106, 0.2616], [1.1152, 0.5855, -0.0413], [1.9438, -0.0741, -0.7140], [-2.5075, -0.4913, 0.7150], [-2.4997, -1.5554, -0.7061], [-1.2498, -1.7407, 0.5395], [-1.6102, 0.6966, -1.3063], [-0.3401, -0.5403, -1.4752], [2.9552, 0.6707, 1.1621], [2.8539, 1.9150, -0.1887]],
  "atomic_forces_ev_per_a": [[-0.004, -0.015, 0.031], [-0.117, -0.126, -0.208], [0.239, 0.065, 0.088], [0.198, 0.269, 0.271], [0.192, -0.246, -0.293], [-0.434, 0.085, 0.084], [0.117, -0.076, -0.099], [0.084, 0.076, 0.114], [-0.072, 0.125, -0.074], [0.081, -0.105, 0.059], [-0.132, 0.041, 0.066], [-0.097, 0.011, -0.102], [-0.055, -0.104, 0.063]],
  "de_lowest_kj_mol": 269.6,
  "homo_energy_ev": -9.846,
  "smiles": "CCOC1=NC1",
  "total_charge": 0,
  "e_lumo_ev": 1.0,
  "orbital_gap_ev": 10.881
}

Computed energy, in the same sequence as the records: -7796.3144, -7793.7900, -7796.2839, -7794.0746, -7794.9630, -7798.6598, -7797.4199, -7797.8296, -7796.6799, -7796.8498 eV.
Computed molecular weight, in the same sequence as the records: 85.1, 85.1, 85.1, 85.1, 85.1, 85.1, 85.1, 85.1, 85.1, 85.1 g mol⁻¹.